19
Properties=species:S:1:pos:R:3:forces:R:3 method="wB97M-V/def2-TZVPD" homo_lumo_gap_ev=10.056 e_lumo_ev=0.85 homo_ha=-0.338 de_lowest_kcal_mol=94.4 smiles="COC(C)=O.C=C=NN"
C -1.151 -0.479 -1.854 -0.4 0.1 0.1
C 2.184 0.526 -0.644 -0.3 -0.1 0.7
N 0.010 0.377 1.256 -0.2 -1.8 0.3
C -0.440 -0.774 1.385 0.4 2.3 1.3
C 0.697 0.721 -0.782 -0.5 -1.1 -2.8
N -0.431 1.545 1.826 -0.4 0.0 0.1
C -0.763 -1.972 1.777 -0.3 -0.4 -0.4
O 0.107 -0.544 -1.210 1.2 2.0 0.2
O 0.152 1.783 -0.985 0.1 -0.6 0.5
H -0.313 2.283 1.134 0.0 -0.2 0.1
H -1.397 1.499 2.137 0.0 0.0 -0.1
H -1.447 0.533 -2.151 0.3 -0.1 0.1
H -1.108 -1.109 -2.745 0.0 0.0 0.1
H -1.920 -0.865 -1.176 0.0 0.0 -0.1
H 2.594 1.329 -0.030 0.0 -0.1 -0.1
H 2.389 -0.443 -0.194 0.1 0.0 0.0
H 2.640 0.562 -1.635 -0.2 0.0 0.0
H -1.409 -2.600 1.184 -0.2 0.0 0.0
H -0.394 -2.373 2.708 0.3 0.0 0.0